Entry 1:
The following is a quantum chemistry calculation of a 11-piece molecular cluster, C33H66O11 overall, from the OMol25 dataset.

ORCA input file:
```
! RIJCOSX wB97M-V def2-TZVPD def2/J DEFGRID3
* xyz 0 1
C 4.09 4.17 -1.08
C 3.19 3.23 -1.87
O 3.63 2.19 -2.30
C 1.78 3.71 -2.14
H 3.97 4.22 0.00
H 4.00 5.18 -1.49
H 5.14 3.89 -1.19
H 1.30 3.02 -2.84
H 1.80 4.71 -2.56
H 1.19 3.74 -1.23
C 2.25 -3.26 3.37
C 1.83 -2.11 2.50
O 1.61 -2.28 1.32
C 1.73 -0.74 3.11
H 1.83 -4.20 3.03
H 1.88 -3.10 4.39
H 3.34 -3.33 3.33
H 1.57 -0.11 2.23
H 2.73 -0.47 3.46
H 0.93 -0.65 3.82
C 1.04 3.99 2.72
C 1.07 5.19 1.81
O 1.50 5.07 0.68
C 0.64 6.53 2.32
H 1.33 3.08 2.20
H 0.01 3.85 3.04
H 1.76 4.16 3.52
H -0.17 6.39 3.04
H 0.39 7.23 1.53
H 1.44 7.01 2.89
C -3.17 0.99 -5.34
C -1.94 0.51 -4.61
O -1.33 1.25 -3.85
C -1.61 -0.95 -4.74
H -3.11 0.66 -6.38
H -3.34 2.06 -5.22
H -4.00 0.49 -4.83
H -2.36 -1.46 -4.11
H -0.63 -1.20 -4.36
H -1.77 -1.31 -5.75
C -3.93 -3.53 -0.26
C -5.34 -3.81 -0.74
O -6.29 -3.85 0.00
C -5.49 -3.99 -2.23
H -3.23 -4.26 -0.67
H -3.76 -3.53 0.81
H -3.67 -2.51 -0.57
H -5.27 -5.02 -2.51
H -4.79 -3.32 -2.73
H -6.50 -3.79 -2.58
C -6.64 -0.18 -1.57
C -5.20 -0.20 -2.06
O -4.83 -0.97 -2.92
C -4.29 0.87 -1.50
H -7.21 0.32 -2.36
H -6.69 0.36 -0.63
H -7.01 -1.19 -1.44
H -4.83 1.80 -1.34
H -3.50 1.04 -2.25
H -3.83 0.58 -0.56
C 7.00 -1.81 1.20
C 5.55 -1.37 1.25
O 5.14 -0.82 2.26
C 4.78 -1.46 -0.02
H 7.53 -1.36 0.36
H 6.99 -2.90 1.06
H 7.51 -1.58 2.13
H 5.19 -0.87 -0.84
H 3.76 -1.17 0.21
H 4.79 -2.50 -0.36
C 1.89 -2.48 -2.01
C 1.13 -3.46 -2.88
O -0.07 -3.35 -3.03
C 1.89 -4.66 -3.35
H 1.36 -1.54 -1.89
H 2.84 -2.32 -2.52
H 2.04 -2.88 -1.01
H 2.21 -5.14 -2.42
H 2.71 -4.44 -4.02
H 1.22 -5.36 -3.85
C -5.64 -0.51 4.81
C -5.44 -0.39 3.32
O -6.32 -0.08 2.56
C -4.04 -0.72 2.78
H -5.95 -1.50 5.16
H -6.38 0.21 5.16
H -4.71 -0.25 5.32
H -4.08 -1.74 2.41
H -3.33 -0.61 3.60
H -3.78 -0.01 2.00
C -1.07 -1.05 -0.67
C -0.81 0.23 0.07
O -1.55 0.66 0.93
C 0.49 0.88 -0.32
H -2.01 -1.49 -0.33
H -0.27 -1.77 -0.51
H -1.15 -0.90 -1.75
H 0.68 1.74 0.34
H 0.38 1.22 -1.35
H 1.32 0.18 -0.23
C 3.77 1.96 1.50
C 4.69 2.67 2.46
O 4.91 3.86 2.35
C 5.16 1.98 3.71
H 4.26 1.49 0.65
H 2.95 2.60 1.18
H 3.35 1.10 2.03
H 5.36 2.73 4.47
H 6.12 1.48 3.56
H 4.39 1.34 4.15
*
```

The calculation puts the energy relative to the best compared isomer or geometry (same formula, charge and spin) at 23.9 kJ/mol. For the HOMO-LUMO gap, the calculation gives 0.3508 Ha. Its calculated total energy is -2124.60002 Eh.

=====

Entry 2:
The following is a quantum chemistry calculation of an isolated molecule of C18H23N3O3S3, from the OMol25 dataset.

ORCA input file:
```
! RIJCOSX wB97M-V def2-TZVPD def2/J DEFGRID3
* xyz 0 1
C 0.61 -4.52 -0.43
C 0.28 -3.75 -1.69
H -0.49 -4.25 -2.28
H 1.18 -3.60 -2.30
O -0.27 -2.46 -1.38
C 0.61 -1.43 -1.28
O 1.80 -1.58 -1.45
C -0.04 -0.16 -0.95
C -1.38 0.00 -0.65
N -2.34 -0.99 -0.59
C -3.60 -0.75 -0.14
O -4.02 0.35 0.11
C -4.48 -1.98 -0.02
H -5.00 -2.16 -0.97
H -5.21 -1.81 0.76
S -3.59 -3.53 0.32
C -2.74 -3.05 1.75
N -2.79 -1.86 2.25
N -2.04 -1.72 3.33
C -1.40 -2.77 3.69
C -0.50 -2.87 4.86
H 0.50 -3.14 4.54
H -0.86 -3.63 5.55
H -0.48 -1.91 5.37
S -1.71 -4.15 2.63
H -2.02 -1.92 -0.81
S -1.80 1.63 -0.29
C -0.16 2.12 -0.55
C 0.66 1.09 -0.88
C 2.11 1.29 -1.15
C 2.58 2.65 -0.66
H 3.58 2.84 -1.03
C 1.62 3.76 -1.11
C 2.16 5.16 -0.80
C 3.32 5.58 -1.69
H 3.03 5.53 -2.74
H 4.18 4.93 -1.54
H 3.62 6.60 -1.47
H 2.47 5.20 0.25
H 1.34 5.88 -0.93
C 0.27 3.54 -0.42
H -0.49 4.20 -0.85
H 0.36 3.80 0.64
H 1.48 3.67 -2.19
H 2.62 2.65 0.44
H 2.69 0.49 -0.68
H 2.28 1.20 -2.23
H 1.01 -5.50 -0.69
H -0.29 -4.67 0.18
H 1.35 -3.99 0.16
*
```

The calculation puts the energy relative to the best compared isomer or geometry (same formula, charge and spin) at 13.7 kJ/mol. For the HOMO-LUMO gap, the calculation gives 0.3008 Ha. Its calculated total energy is -2284.29643 Eh.

=====

Entry 3:
The following is a quantum chemistry calculation of C4H6Br2O as an isolated structure, from the OMol25 dataset.

ORCA input file:
```
! RIJCOSX wB97M-V def2-TZVPD def2/J DEFGRID3
* xyz 0 1
C 0.14 -1.62 0.18
C 0.77 -0.34 0.80
C 0.36 0.54 -0.43
C -0.95 1.20 -0.43
O 0.04 -1.15 -1.10
Br 0.22 0.37 2.43
Br 1.54 1.33 -1.66
H 0.93 -2.37 0.25
H -0.93 -1.71 0.57
H 1.86 -0.25 0.92
H -0.91 2.22 -0.77
H -1.43 1.10 0.50
H -1.64 0.67 -1.27
*
```

The calculation puts the energy relative to the best compared isomer or geometry (same formula, charge and spin) at 269.0 kJ/mol. For the HOMO-LUMO gap, the calculation gives 0.3721 Ha. Its calculated total energy is -5379.17371 Eh.

=====

Entry 4:
The following is a quantum chemistry calculation of C11H19O2Rh as an isolated structure, from the OMol25 dataset.

ORCA input file:
```
! RIJCOSX wB97M-V def2-TZVPD def2/J DEFGRID3
* xyz 2 5
C 0.78 -4.03 -1.19
C 1.51 -4.07 -0.04
H 0.99 -3.24 -1.85
H -0.30 -4.00 -1.09
H 0.98 -4.16 0.87
H 2.35 -3.45 0.11
Rh -1.16 0.06 0.84
C -3.11 -0.19 0.60
C -2.53 -1.29 1.28
C -2.02 0.60 2.55
C -2.81 1.04 1.34
H -2.59 -2.34 0.99
H -1.36 -1.51 3.13
H -1.50 1.29 3.25
C -1.89 -0.84 2.44
H -2.94 2.11 1.03
H -3.59 -0.26 -0.38
C 1.40 3.34 1.15
O 0.44 2.32 0.85
C 0.95 1.17 0.17
C 0.58 1.15 -1.34
O 1.12 -0.01 -1.98
C 1.59 0.20 -3.31
H 0.87 4.09 1.75
H 1.78 3.83 0.24
H 2.25 2.95 1.74
H 2.04 1.03 0.33
H 0.53 0.27 0.72
H -0.54 1.11 -1.40
H 0.94 2.09 -1.80
H 0.93 0.81 -3.94
H 2.57 0.70 -3.28
H 1.71 -0.78 -3.78
*
```

The calculation puts the energy relative to the best compared isomer or geometry (same formula, charge and spin) at 0.0 kJ/mol. For the HOMO-LUMO gap (spin up / spin down), the calculation gives 0.1736 / 0.1259 Ha. Its calculated total energy is -690.50901 Eh.

=====

Entry 5:
The following is a quantum chemistry calculation of C18H30AsBMgN4O4S4 as an isolated structure, from the OMol25 dataset.

ORCA input file:
```
! RIJCOSX wB97M-V def2-TZVPD def2/J DEFGRID3
* xyz -2 1
Mg -0.76 -0.40 -1.33
S -4.42 -0.16 -4.44
As -3.43 0.79 -2.74
S -1.35 1.19 -3.28
S -3.33 -0.62 -1.03
S -4.49 2.55 -2.22
C 2.59 -2.11 -2.12
N 1.82 -3.28 -1.71
C 1.78 -4.36 -2.68
C 1.10 -5.57 -2.07
C -0.28 -5.14 -1.60
N -0.14 -4.04 -0.65
C -1.35 -3.73 0.10
C 0.73 -3.01 -0.90
O 0.62 -1.92 -0.32
H 2.04 -1.51 -2.86
H 3.53 -2.45 -2.55
H 2.80 -1.48 -1.25
H 2.81 -4.59 -2.96
H 1.24 -4.04 -3.58
H 1.68 -5.92 -1.21
H 1.03 -6.38 -2.80
H -0.79 -5.96 -1.10
H -0.89 -4.82 -2.45
H -2.18 -3.46 -0.56
H -1.15 -2.89 0.76
H -1.63 -4.60 0.70
C 0.19 -1.43 -5.49
N -1.12 -1.95 -5.13
C -1.42 -2.18 -3.82
N -2.68 -2.62 -3.56
O -0.57 -2.07 -2.91
H 0.30 -1.52 -6.57
H 0.96 -2.02 -5.00
H 0.30 -0.39 -5.19
H -1.90 -1.46 -5.57
H -3.34 -2.27 -4.26
H -2.99 -2.26 -2.66
C 0.39 5.72 5.53
C 1.14 4.52 4.94
C 1.27 3.46 6.04
C 2.55 5.00 4.54
C 0.43 3.93 3.73
C -0.80 4.40 3.28
C -1.47 3.84 2.18
C -0.86 2.79 1.54
O -1.28 2.06 0.47
B -0.30 1.06 0.20
O 0.74 1.26 1.18
C 0.37 2.30 1.97
C 1.02 2.84 3.06
H 0.96 6.13 6.38
H -0.59 5.43 5.90
H 0.27 6.51 4.79
H 1.81 3.86 6.91
H 1.82 2.58 5.68
H 0.28 3.13 6.37
H 3.07 5.44 5.40
H 2.48 5.76 3.75
H 3.15 4.18 4.16
H -1.28 5.23 3.79
H -2.42 4.22 1.84
H 1.97 2.43 3.37
*
```

The calculation puts the energy relative to the best compared isomer or geometry (same formula, charge and spin) at 42.2 kJ/mol. For the HOMO-LUMO gap, the calculation gives 0.1686 Ha. Its calculated total energy is -5277.68836 Eh.

=====

Entry 6:
The following is a quantum chemistry calculation of an isolated ion of composition CH6ClIN2OP and charge +1, from the OMol25 dataset.

ORCA input file:
```
! RIJCOSX wB97M-V def2-TZVPD def2/J DEFGRID3
* xyz 1 1
C 4.39 0.49 -0.24
N -0.57 -0.17 1.73
N -1.37 -0.12 -0.69
O 0.70 1.12 -0.13
P 0.09 -0.32 0.26
Cl 4.70 1.89 0.54
I 2.98 -0.96 0.09
H 4.92 0.47 -1.26
H -1.09 -1.06 1.97
H -0.15 0.47 2.45
H -1.00 -0.04 -1.71
H -1.87 -0.96 -0.61
H -0.04 1.71 -0.33
*
```

The calculation puts the energy relative to the best compared isomer or geometry (same formula, charge and spin) at 325.6 kJ/mol. For the HOMO-LUMO gap (spin up / spin down), the calculation gives 0.1987 / 0.2591 Ha. Its calculated total energy is -1325.37076 Eh.